{
  "formula": "C40H57Br36FN2O3",
  "method": "wB97M-V/def2-TZVPD",
  "species": ["C", "C", "C", "C", "C", "C", "C", "C", "C", "C", "C", "C", "C", "C", "C", "C", "F", "C", "O", "C", "C", "C", "C", "C", "C", "C", "C", "C", "C", "O", "N", "N", "C", "O", "H", "H", "H", "H", "H", "H", "H", "H", "H", "H", "H", "H", "H", "H", "H", "H", "H", "H", "H", "H", "H", "H", "H", "H", "H", "H", "H", "H", "H", "H", "H", "H", "H", "H", "H", "H", "H", "H", "H", "H", "H", "H", "H", "H", "H", "C", "Br", "Br", "Br", "H", "C", "Br", "Br", "Br", "H", "C", "Br", "Br", "Br", "H", "C", "Br", "Br", "Br", "H", "C", "Br", "Br", "Br", "H", "C", "Br", "Br", "Br", "H", "C", "Br", "Br", "Br", "H", "C", "Br", "Br", "Br", "H", "C", "Br", "Br", "Br", "H", "C", "Br", "Br", "Br", "H", "C", "Br", "Br", "Br", "H", "C", "Br", "Br", "Br", "H"],
  "xyz": [[-1.05853, 8.37485, 0.08249], [-0.45283, 7.29552, -1.03943], [-1.61096, 6.38422, -1.75712], [-0.92802, 5.17645, -2.69027], [0.12575, 5.93520, -3.70305], [0.65704, 4.94281, -4.90456], [1.48196, 3.63402, -4.36321], [2.74995, 4.02085, -3.34569], [3.81726, 2.77188, -3.47991], [4.55832, 2.35473, -2.07454], [4.80594, 0.73460, -2.12254], [4.94937, 0.00801, -0.65999], [3.87403, 0.10071, 0.58370], [2.51667, 1.01262, 0.46357], [1.55864, 0.65834, -0.82426], [0.20589, 1.61407, -0.66212], [-0.54424, 1.05462, 0.50155], [4.14649, -0.74613, 1.99979], [3.17186, -0.72398, 3.13664], [2.45139, -2.01213, 3.22712], [1.19135, -2.15290, 2.16756], [1.65673, -2.88362, 0.74892], [-0.14055, -2.90444, 2.84459], [-0.60731, -4.22899, 1.93961], [-1.44435, -1.86302, 2.76036], [5.50426, -1.70175, 2.20137], [6.57419, -1.78375, 0.96210], [6.27961, -0.94007, -0.41233], [7.54648, -1.31777, -1.38189], [7.73590, -1.23506, -2.70103], [8.59295, -1.90082, -0.45320], [9.64694, -1.05221, -0.09574], [7.96980, -2.61697, 0.74917], [8.49473, -3.68002, 1.36385], [-1.33808, 7.82773, 1.07926], [-1.97554, 8.88993, -0.45837], [-0.18093, 9.16899, 0.23013], [0.31289, 6.54203, -0.54421], [0.17535, 7.96681, -1.79080], [-2.24281, 7.03322, -2.52880], [-2.36198, 5.89305, -0.97370], [-0.42438, 4.33335, -2.03785], [-1.78206, 4.62893, -3.31520], [1.08414, 6.36357, -3.17323], [-0.50095, 6.80380, -4.22841], [1.23103, 5.53728, -5.76601], [-0.32551, 4.52172, -5.43357], [2.00922, 3.15327, -5.31976], [0.76842, 2.81896, -3.91677], [3.24965, 4.98204, -3.84172], [2.40596, 4.25064, -2.25067], [4.62608, 2.93554, -4.34258], [3.16655, 1.82800, -3.81340], [4.03923, 2.75191, -1.10399], [5.63195, 2.87519, -2.10403], [5.84534, 0.57483, -2.68788], [4.01013, 0.12928, -2.73613], [1.86614, 0.76547, 1.43308], [2.73453, 2.18351, 0.54706], [1.30370, -0.50337, -0.73748], [2.03305, 0.90175, -1.86607], [0.59941, 2.68472, -0.31043], [-0.43131, 1.68371, -1.65078], [1.99930, -2.18937, 4.31722], [3.15384, -2.95224, 3.03705], [0.78217, -1.08142, 1.83675], [2.61960, -2.37056, 0.26758], [1.97647, -4.02215, 0.90810], [0.80737, -2.76872, -0.06415], [0.00654, -3.16415, 3.97599], [-1.52921, -4.74668, 2.44773], [-0.96416, -3.88926, 0.85620], [0.25187, -5.04378, 1.86775], [-1.36746, -0.98093, 3.53190], [-2.47664, -2.41672, 2.80664], [-1.37229, -1.38082, 1.67282], [5.72496, -2.31741, 3.17298], [10.34434, -1.70909, 0.36585], [9.24974, -0.43282, 0.65587], [-3.86823, -7.24138, 3.72017], [-5.65476, -7.80115, 4.24840], [-3.83730, -6.53452, 1.90809], [-3.09311, -5.99482, 4.99676], [-3.23812, -8.13690, 3.72483], [10.20826, 2.94593, -1.37874], [9.98261, 4.61952, -2.34425], [9.78418, 3.13708, 0.51013], [9.20798, 1.49468, -2.20197], [11.26857, 2.68015, -1.44306], [-8.03483, -4.05438, 4.23284], [-8.91681, -5.07280, 5.63604], [-6.21293, -3.57773, 4.72043], [-8.10928, -4.96989, 2.51800], [-8.59093, -3.11791, 4.11973], [-8.42900, -6.34521, -1.79226], [-7.07155, -7.22078, -0.70839], [-10.21524, -6.61125, -1.06923], [-8.03218, -4.46054, -2.06604], [-8.40848, -6.82266, -2.77747], [0.31538, -8.24181, 4.06462], [1.08851, -6.46607, 4.24649], [-0.27785, -8.59013, 2.24501], [1.52042, -9.62566, 4.71054], [-0.57459, -8.26986, 4.70195], [-3.36775, 2.17487, 4.32352], [-2.48109, 1.82129, 2.62857], [-3.93892, 0.53368, 5.19788], [-2.27492, 3.27725, 5.49607], [-4.27276, 2.74834, 4.09741], [-0.89800, -12.98130, 5.72738], [-2.30749, -14.32141, 5.68883], [0.20164, -13.04099, 4.12380], [-1.60318, -11.19822, 6.05558], [-0.24570, -13.22755, 6.57171], [-3.64675, 3.86170, -6.59220], [-2.63251, 4.35437, -8.17733], [-2.58433, 2.80347, -5.35299], [-4.43575, 5.41461, -5.72599], [-4.47423, 3.22723, -6.92649], [-6.98078, -0.57538, -2.08818], [-5.84195, 0.23802, -3.43929], [-6.07100, -0.73678, -0.37632], [-8.68120, 0.35439, -1.91942], [-7.20456, -1.59184, -2.42841], [6.69390, 5.37216, -0.38205], [4.90737, 4.81239, 0.14618], [6.72483, 6.07901, -2.19413], [7.46902, 6.61872, 0.89454], [7.32401, 4.47664, -0.37739], [-3.83144, 5.86230, 2.48315], [-5.18036, 7.19429, 2.04695], [-3.15805, 4.96640, 0.89314], [-2.39228, 6.61353, 3.55500], [-4.32210, 5.09931, 3.09643], [-12.23713, -1.24484, -3.82829], [-14.05221, -1.60643, -4.42726], [-12.14901, 0.33682, -2.69921], [-11.43679, -2.79463, -2.96691], [-11.64161, -1.03295, -4.72243]],
  "forces_ev_per_a": [[0.868, -0.454, -1.364], [-0.018, 0.128, 0.481], [0.089, -0.532, -0.850], [-0.161, 0.801, -0.034], [-0.081, -0.677, -1.052], [-1.295, -0.443, -0.178], [0.987, 0.658, -0.776], [0.079, -0.144, -1.823], [-0.668, -0.618, 0.444], [0.876, -0.017, -0.967], [1.100, -0.448, 0.600], [1.196, -2.266, 3.043], [2.386, -1.444, 0.243], [-0.199, -0.425, 0.955], [-0.506, 0.307, 0.655], [1.708, -0.358, 0.679], [0.964, 1.080, -2.419], [2.208, -0.891, -1.679], [1.780, -1.406, -3.068], [-1.383, -2.048, -0.077], [-0.363, 0.354, -0.683], [0.746, 0.159, -0.179], [-1.253, 0.093, -1.055], [0.009, -0.084, 0.498], [0.850, 0.211, -1.075], [-0.281, 1.798, -3.802], [-3.296, 1.937, -0.369], [-1.237, -0.611, 2.178], [0.325, 0.428, -3.486], [-1.319, -0.141, 8.213], [-2.661, -2.095, -0.228], [0.785, -0.362, 1.778], [0.521, -2.679, 1.482], [-3.274, 7.139, -3.761], [0.408, 1.293, -1.979], [1.786, -0.945, 1.488], [-2.161, -1.644, 0.022], [-1.464, 1.585, -0.818], [-1.522, -1.679, 1.302], [1.258, -1.205, 1.752], [2.016, 1.593, -2.126], [-0.771, 1.809, -1.138], [1.871, 1.343, 1.257], [-2.143, -0.722, -0.802], [1.530, -1.679, 1.237], [-0.950, -1.275, 2.144], [2.128, 0.911, 1.007], [-1.236, 0.886, 2.039], [1.315, 1.596, -0.650], [-1.101, -1.881, 1.397], [0.738, -0.518, -2.062], [-1.859, -0.185, 1.958], [1.402, 1.958, 0.648], [0.723, -1.145, -2.219], [-2.259, -1.179, 0.325], [-2.307, 0.094, 1.325], [1.317, 1.356, 1.238], [1.511, 0.498, -2.108], [-0.188, -2.592, -0.390], [0.336, 2.644, -0.415], [-0.741, -0.464, 2.039], [-1.177, -2.258, -0.848], [0.949, -0.345, 2.350], [1.225, 1.060, -2.235], [-1.129, 2.157, 0.337], [1.169, -2.122, 0.967], [-2.052, -0.886, 1.274], [-0.966, 2.494, -0.360], [1.656, -0.524, 1.765], [-0.014, 0.204, -2.169], [1.801, 1.058, -0.862], [0.920, -0.694, 2.368], [-1.913, 1.830, -0.014], [-0.230, -1.839, -1.430], [2.043, 1.000, 0.223], [-0.310, -0.891, 2.288], [-0.694, 1.454, -2.051], [-0.902, 1.322, -0.783], [0.882, -0.398, -0.645], [0.032, -0.220, -0.059], [0.447, 0.219, -0.130], [-0.117, -0.139, 0.476], [-0.110, -0.288, -0.313], [-0.262, 0.388, -0.040], [0.242, -0.219, -0.273], [0.122, -0.444, 0.329], [0.004, -0.024, -0.391], [0.184, 0.591, 0.203], [-0.484, 0.124, 0.073], [-0.134, 0.217, -0.077], [0.269, 0.200, -0.350], [-0.416, -0.190, -0.146], [0.073, 0.178, 0.414], [0.257, -0.440, 0.061], [0.012, -0.221, -0.202], [-0.362, 0.304, -0.184], [0.486, 0.148, -0.135], [-0.114, -0.428, 0.152], [-0.011, 0.245, 0.449], [-0.087, -0.041, 0.189], [-0.141, -0.493, 0.006], [0.138, 0.110, 0.454], [-0.162, 0.533, -0.256], [0.381, 0.032, -0.250], [-0.145, 0.099, -0.203], [-0.140, -0.048, 0.628], [0.155, 0.364, -0.199], [-0.249, -0.348, -0.261], [0.372, -0.299, 0.162], [0.195, -0.109, 0.097], [0.341, 0.395, -0.027], [-0.376, -0.068, 0.375], [0.004, -0.425, -0.066], [-0.313, 0.136, -0.383], [-0.212, -0.085, -0.113], [-0.207, -0.104, 0.462], [-0.345, 0.128, -0.342], [0.286, -0.386, -0.179], [0.391, 0.291, 0.164], [-0.047, -0.145, 0.037], [-0.241, -0.145, 0.340], [-0.206, 0.068, -0.429], [0.541, -0.299, -0.078], [0.104, 0.478, 0.132], [0.186, -0.116, -0.043], [0.467, 0.586, 0.186], [-0.306, -0.057, 0.477], [-0.241, -0.324, -0.370], [-0.232, 0.353, 0.005], [-0.086, -0.205, 0.193], [0.390, -0.326, 0.075], [-0.465, 0.142, 0.956], [-0.371, -0.126, -0.338], [0.212, 0.371, -0.244], [0.153, 0.001, -0.196], [0.450, 0.098, 0.209], [-0.222, -0.378, -0.250], [-0.199, 0.407, -0.165], [-0.274, -0.088, 0.421]],
  "e_tot_ha": -94657.06467,
  "homo_ev": -8.9,
  "charge": 0,
  "gap_ev": 7.562
}